# 1
A single C4H8N4 molecule. Source: the OMol25 dataset; level of theory: ωB97M-V with the def2-TZVPD basis set.

Calculated values
Orbital gap = 8.43 eV
LUMO level = 0.55 eV
E = -10234.429 eV
Multiplicity = 1
Energy above the lowest of the compared OMol25 structures with the same formula, charge and spin = 367.9 kJ/mol
Structure (SMILES) = C[C@@]1(N)[C@H]2N=N[C@]21N

XYZ file:
```
16
Properties=species:S:1:pos:R:3:mulliken_charge:R:1
C -0.318 -0.239 0.085 1.21
C -0.836 -1.394 -0.752 -1.42
C 0.789 0.634 -0.358 0.39
N -1.309 0.509 0.830 -0.70
N 0.758 1.992 -0.494 -0.56
C 0.980 -0.410 0.919 -0.84
N 1.875 -0.199 -0.946 -0.45
N 2.016 -0.920 0.088 -0.23
H -2.121 0.685 0.244 0.26
H -1.624 -0.026 1.635 0.28
H 0.059 2.432 0.092 0.28
H 1.668 2.436 -0.463 0.25
H 0.978 -0.460 1.995 0.45
H -1.317 -2.128 -0.098 0.34
H -1.570 -1.028 -1.478 0.36
H -0.027 -1.882 -1.298 0.37
```

# 2
A molecular structure, C20H30BGaN8OS. Source: the OMol25 dataset; level of theory: ωB97M-V with the def2-TZVPD basis set.

Calculated values
Orbital gap = 7.96 eV
LUMO level = -6.38 eV
E = -99074.226 eV
Multiplicity = 1
Total charge = +2

XYZ file:
```
62
Properties=species:S:1:pos:R:3:mulliken_charge:R:1
Ga 0.278 1.270 -0.151 -0.72
C -1.145 2.077 3.072 -1.28
C -1.443 0.800 2.362 0.91
C -2.210 -0.277 2.784 -1.38
C -2.195 -1.197 1.742 0.86
C -2.887 -2.512 1.630 -1.36
N -1.439 -0.695 0.757 0.68
N -0.982 0.537 1.133 0.33
B -1.221 -1.163 -0.717 -0.91
N -1.686 -0.023 -1.647 0.68
N -1.152 1.247 -1.576 -0.08
C -1.770 1.984 -2.513 0.91
C -1.523 3.434 -2.760 -1.38
C -2.689 1.190 -3.188 -1.44
C -2.612 -0.066 -2.620 1.00
C -3.387 -1.294 -2.955 -1.34
N 0.299 -1.378 -0.955 0.94
N 1.119 -0.287 -0.950 0.12
C 2.345 -0.681 -1.323 0.80
C 3.488 0.265 -1.470 -1.35
C 2.314 -2.050 -1.554 -1.31
C 1.006 -2.455 -1.324 0.86
C 0.391 -3.803 -1.479 -1.39
H -1.860 2.235 3.876 0.45
H -1.230 2.931 2.397 0.22
H -0.145 2.075 3.506 0.19
H -2.740 -0.371 3.716 0.59
H -3.272 -2.811 2.602 0.42
H -2.215 -3.289 1.269 0.26
H -3.727 -2.454 0.938 0.26
H -1.828 -2.162 -0.929 -0.04
H -0.832 3.868 -2.049 0.17
H -2.461 3.983 -2.683 0.39
H -1.140 3.588 -3.769 0.33
H -3.341 1.497 -3.987 0.54
H -4.085 -1.072 -3.758 0.37
H -3.956 -1.653 -2.098 0.29
H -2.733 -2.100 -3.285 0.28
H 3.166 1.303 -1.415 0.14
H 3.977 0.116 -2.433 0.46
H 4.235 0.106 -0.692 0.26
H 3.127 -2.670 -1.890 0.58
H 1.169 -4.561 -1.524 0.43
H -0.187 -3.860 -2.402 0.26
H -0.278 -4.037 -0.653 0.25
C 1.457 4.008 -1.141 -0.80
O 0.470 3.291 -0.332 -0.40
H 2.435 3.933 -0.671 0.36
H 1.139 5.043 -1.231 0.36
H 1.459 3.531 -2.117 0.37
H 0.383 3.720 0.532 0.37
S 2.103 1.715 1.405 -0.64
C 2.332 0.224 2.235 0.29
N 3.243 0.222 3.247 0.01
C 3.528 -0.878 3.971 -0.25
C 2.866 -2.037 3.686 -1.04
C 1.936 -1.981 2.644 0.18
N 1.677 -0.892 1.934 0.27
H 3.725 1.092 3.449 0.29
H 4.273 -0.767 4.747 0.45
H 3.057 -2.943 4.238 0.45
H 1.374 -2.866 2.371 0.49
```

# 3
2 unconnected molecules or ions with the total composition C3H10PS. Source: the OMol25 dataset; level of theory: ωB97M-V with the def2-TZVPD basis set.

Calculated values
Orbital gap (spin up / spin down) = 10.73 / 3.81 eV
LUMO level (spin up / spin down) = -3.87 / -7.81 eV
E = -23385.887 eV
Multiplicity = 1
Energy above the lowest of the compared OMol25 structures with the same formula, charge and spin = 453.7 kJ/mol
Total charge = +1

XYZ file:
```
15
Properties=species:S:1:pos:R:3:mulliken_charge:R:1
C 2.284 -0.655 -0.842 -1.29
C -3.946 0.812 -0.435 -1.00
C 0.586 -0.938 1.394 -0.95
P 0.650 -0.024 -0.236 0.61
S 0.973 1.924 0.206 -0.09
H 2.330 -0.533 -1.902 0.42
H 2.250 -1.703 -0.895 0.45
H 2.989 -0.505 -0.084 0.46
H -3.606 0.873 -1.361 0.36
H -3.912 0.091 0.302 0.34
H -4.454 1.696 -0.263 0.30
H 0.070 -1.782 1.133 0.34
H 0.215 -0.165 2.102 0.41
H 1.635 -1.145 1.706 0.36
H 1.937 2.053 -0.824 0.26
```

# 4
13 unconnected molecules or ions with the total composition C5H36N2O13. Source: the OMol25 dataset; level of theory: ωB97M-V with the def2-TZVPD basis set.

Calculated values
Orbital gap (spin up / spin down) = 8.70 / 5.76 eV
LUMO level (spin up / spin down) = -4.24 / -7.17 eV
E = -35357.063 eV
Multiplicity = 2
Energy above the lowest of the compared OMol25 structures with the same formula, charge and spin = 219.9 kJ/mol
Total charge = +1

XYZ file:
```
56
Properties=species:S:1:pos:R:3:mulliken_spin:R:1
C 0.614 -1.261 -3.723 0.01
O 1.624 -2.249 -3.580 0.00
C -0.188 -0.883 -2.455 0.07
C -0.108 0.559 -1.982 0.07
C 0.328 0.699 -0.563 0.19
C -0.325 0.442 0.642 0.36
N -0.041 1.390 1.580 0.23
N -1.638 -1.263 -2.516 0.00
H 1.089 -0.375 -4.159 0.00
H -0.074 -1.726 -4.433 0.00
H 1.971 -2.259 -2.684 0.00
H 0.173 -1.681 -1.793 -0.02
H -1.059 1.029 -2.234 0.01
H 0.627 1.197 -2.485 0.00
H 1.058 1.505 -0.476 0.01
H -1.128 -0.271 0.778 0.03
H 0.803 1.918 1.343 -0.01
H -0.001 1.056 2.543 0.01
H -1.688 -2.219 -2.204 0.00
H -2.061 -1.064 -3.412 0.00
H -1.744 1.225 3.450 0.00
H -1.949 0.188 4.578 0.00
O -1.649 0.297 3.670 0.00
H 2.252 -1.420 3.183 0.00
H 2.709 -0.090 2.415 0.00
O 1.980 -0.617 2.737 0.00
H -1.303 2.372 0.327 -0.01
H -2.275 2.686 -0.712 0.00
O -1.349 2.876 -0.493 0.02
H 1.421 -3.265 -0.146 0.00
H 0.618 -2.733 0.909 0.00
O 1.577 -2.717 0.639 0.00
H 3.435 2.942 1.512 0.00
H 2.450 2.221 2.293 0.00
O 2.591 3.089 1.897 0.00
H -1.497 -2.808 1.901 0.00
H -0.748 -4.302 1.824 0.00
O -0.798 -3.385 1.558 0.00
H -2.828 0.230 -0.759 0.00
H -3.626 0.201 -2.072 0.00
O -3.686 0.420 -1.141 0.00
H 3.414 -0.064 -2.536 0.00
H 4.252 -0.437 -1.177 0.00
O 4.103 -0.567 -2.118 0.00
H -3.953 1.348 0.540 0.00
H -3.302 2.006 1.801 0.00
O -4.129 1.711 1.414 0.00
H 3.518 -1.555 0.295 0.00
H 2.429 -0.787 0.434 0.00
O 3.377 -0.648 0.603 0.00
H 0.497 3.524 -0.607 0.00
H 1.564 4.535 -1.111 0.00
O 1.181 3.670 -1.270 0.00
H -2.316 -1.271 3.239 0.00
H -3.397 -1.510 2.056 0.00
O -2.796 -1.909 2.683 0.00
```